(1)
A molecular structure, C6H7NO5S in a non-equilibrium geometry, computed with wB97M-V/def2-TZVPD.

Atoms and positions in Å:
C: -0.352 2.956 -0.133
C: -3.012 -1.274 0.729
C: 1.920 -0.338 -0.847
C: 1.941 -0.061 0.663
C: -0.716 0.227 0.871
C: 0.631 -1.015 -0.685
N: 0.533 -0.668 0.837
O: -2.312 -2.178 0.617
O: -1.353 3.421 -0.416
O: -3.828 -0.476 0.820
O: -0.087 1.358 -1.599
O: -1.996 -0.072 -1.549
S: -0.774 0.285 -0.879
H: 1.608 0.613 -1.414
H: 2.817 -0.954 -1.100
H: 2.771 -0.545 1.125
H: 1.821 0.953 1.069
H: -0.565 1.198 1.385
H: 0.628 -2.150 -1.103
H: 0.325 -1.279 1.610

For the lowest unoccupied orbital energy, the calculation gives 0.09 eV. As for the gap between HOMO and LUMO: 8.82 eV. As for the charge: 0. As for the energy above the lowest of the compared OMol25 structures with the same formula, charge and spin: 383.4 kJ/mol.

(2)
A molecular structure, C6H7NORhSe2Te2, computed with wB97M-V/def2-TZVPD.

Atoms and positions in Å:
Rh: -1.759 0.752 0.813
Se: -2.993 1.734 -1.097
Te: -3.820 2.255 1.158
Te: -3.668 -0.573 1.773
Se: -1.658 -0.225 3.130
O: -0.073 2.127 0.697
C: 1.176 1.582 0.270
C: 0.966 0.182 -0.243
C: 2.016 -0.496 -0.843
C: 1.821 -1.789 -1.286
C: 0.574 -2.375 -1.123
C: -0.425 -1.642 -0.520
N: -0.235 -0.386 -0.089
H: 0.049 2.859 1.307
H: 1.878 1.555 1.107
H: 1.592 2.210 -0.519
H: 2.974 -0.007 -0.956
H: 2.628 -2.335 -1.754
H: 0.373 -3.382 -1.456
H: -1.415 -2.047 -0.372

For the lowest unoccupied orbital energy (alpha / beta), the calculation gives -5.54 / -5.54 eV. As for the gap between HOMO and LUMO (alpha / beta): 5.76 / 5.76 eV. As for the charge: +1. As for the energy above the lowest of the compared OMol25 structures with the same formula, charge and spin: 0.0 kJ/mol.

(3)
A gas-phase ion, C6H7O (charge +1) in a non-equilibrium geometry, computed with wB97M-V/def2-TZVPD.

Atoms and positions in Å:
C: 1.051 -0.239 -1.473
C: 2.320 -0.304 -0.930
C: 0.119 -0.064 -0.408
C: 0.930 -0.185 0.769
C: 0.217 -0.040 2.371
C: -1.286 0.353 -0.544
O: 2.189 -0.333 0.419
H: 0.950 0.078 -2.449
H: 3.338 -0.492 -1.243
H: 0.935 -0.023 3.219
H: -0.780 0.300 2.118
H: -1.778 -0.570 -0.351
H: -1.305 0.429 -1.680
H: -1.761 1.211 -0.058

For the lowest unoccupied orbital energy (alpha / beta), the calculation gives -6.16 / -7.39 eV. As for the gap between HOMO and LUMO (alpha / beta): 8.75 / 7.50 eV. As for the charge: +1. As for the energy above the lowest of the compared OMol25 structures with the same formula, charge and spin: 307.1 kJ/mol.

(4)
A gas-phase ion, C6H7O3 (charge +1) in a non-equilibrium geometry, computed with wB97M-V/def2-TZVPD.

Atoms and positions in Å:
C: -0.964 1.264 0.289
C: -0.634 2.477 -0.020
C: -0.421 -0.012 -0.260
C: 1.860 0.417 -0.716
C: 3.348 -0.840 0.678
C: -2.552 -0.966 -0.358
O: 0.835 -0.330 -0.246
O: -1.170 -1.000 -0.655
O: 2.985 -0.064 -0.282
H: -1.603 1.182 1.060
H: -0.023 3.112 -0.670
H: 4.304 -1.081 0.941
H: 2.658 -1.325 1.215
H: -2.973 -1.304 -1.194
H: -2.790 0.039 -0.230
H: -2.861 -1.569 0.447

For the lowest unoccupied orbital energy (alpha / beta), the calculation gives -6.41 / -8.01 eV. As for the gap between HOMO and LUMO (alpha / beta): 5.00 / 3.20 eV. As for the charge: +1. As for the energy above the lowest of the compared OMol25 structures with the same formula, charge and spin: 948.5 kJ/mol.

(5)
A single C6H7O4P molecule in a non-equilibrium geometry, computed with wB97M-V/def2-TZVPD.

Atoms and positions in Å:
C: 1.280 2.585 0.933
C: 0.157 -2.608 -1.373
C: 0.219 2.107 1.612
C: -0.298 -1.481 -1.954
C: -0.542 1.087 0.997
C: -2.235 -0.360 0.763
O: -0.428 0.837 -0.363
O: -2.401 0.200 -1.853
O: -3.007 -1.382 1.320
O: -1.505 0.430 1.521
P: -1.428 -0.327 -0.916
H: 1.928 3.297 1.332
H: 1.150 2.416 -0.077
H: 0.627 -3.585 -1.818
H: -0.087 -2.770 -0.333
H: 0.163 2.209 2.711
H: -0.299 -1.048 -2.975
H: -3.099 -1.016 2.170

For the lowest unoccupied orbital energy (alpha / beta), the calculation gives -0.26 / 0.09 eV. As for the gap between HOMO and LUMO (alpha / beta): 6.90 / 7.87 eV. As for the charge: 0. As for the energy above the lowest of the compared OMol25 structures with the same formula, charge and spin: 203.0 kJ/mol.

(6)
A molecular structure, C6H7O6Sr in a non-equilibrium geometry, computed with wB97M-V/def2-TZVPD.

Atoms and positions in Å:
Sr: -1.417 -2.372 -0.327
O: -2.356 -0.576 -0.713
O: -1.565 1.423 -1.046
O: -2.650 0.427 -2.717
C: -2.164 0.352 -1.614
C: -1.646 1.490 0.372
C: -0.890 0.421 1.123
H: -1.197 2.453 0.637
H: -2.683 1.298 0.686
H: -0.898 0.706 2.182
O: -0.475 -1.171 1.332
O: 0.610 -0.550 -0.603
C: 2.032 -0.540 -0.832
C: 2.585 -0.578 0.585
O: 1.545 0.075 1.330
C: 0.376 -0.215 0.728
H: 2.283 -1.422 -1.427
H: 2.286 0.388 -1.360
H: 3.507 -0.004 0.712
H: 2.715 -1.605 0.952

For the lowest unoccupied orbital energy, the calculation gives -4.51 eV. As for the gap between HOMO and LUMO: 8.67 eV. As for the charge: +1.

(7)
A molecular structure, C6H7P in a non-equilibrium geometry, computed with wB97M-V/def2-TZVPD.

Atoms and positions in Å:
C: -0.882 1.947 -0.731
C: -0.577 1.338 0.481
C: -0.611 1.291 -1.947
C: 0.025 -0.475 0.055
C: 0.864 -1.621 2.107
C: 0.582 -1.566 0.768
P: -0.244 -0.367 -1.733
H: -1.333 2.957 -0.744
H: -0.676 1.489 1.535
H: -0.746 1.648 -3.021
H: 1.295 -2.485 2.613
H: 0.668 -0.838 2.768
H: 0.735 -2.385 0.199
H: 0.901 -0.933 -2.350

For the lowest unoccupied orbital energy (alpha / beta), the calculation gives -0.42 / -0.57 eV. As for the gap between HOMO and LUMO (alpha / beta): 6.89 / 6.82 eV. As for the charge: 0. As for the energy above the lowest of the compared OMol25 structures with the same formula, charge and spin: 487.6 kJ/mol.

(8)
A single C6H7P molecule in a non-equilibrium geometry, computed with wB97M-V/def2-TZVPD.

Atoms and positions in Å:
C: -0.352 -2.075 -1.606
C: -0.155 -1.203 -0.594
C: -0.322 2.226 0.104
C: 0.381 1.168 -0.333
C: 0.166 -0.197 0.159
C: 0.226 -0.338 1.712
P: 0.301 -3.245 -2.936
H: -1.326 -2.056 -2.209
H: -0.084 3.254 -0.325
H: -0.912 2.303 0.917
H: 1.111 1.373 -1.109
H: 1.283 -0.393 1.945
H: -0.106 -1.231 1.954
H: -0.211 0.414 2.322

For the lowest unoccupied orbital energy (alpha / beta), the calculation gives 0.94 / -1.17 eV. As for the spin multiplicity: 3. As for the gap between HOMO and LUMO (alpha / beta): 9.05 / 7.68 eV. As for the charge: 0. As for the energy above the lowest of the compared OMol25 structures with the same formula, charge and spin: 58.0 kJ/mol. The expectation value of S² is 2.02.

(9)
A single C6H7PS molecule in a non-equilibrium geometry, computed with wB97M-V/def2-TZVPD.

Atoms and positions in Å:
S: -3.250 -0.657 -0.377
P: -1.631 -0.600 -1.712
C: -0.325 -0.072 -0.554
C: 0.457 1.015 -0.771
C: 1.561 1.318 0.056
C: 1.744 0.496 1.169
C: 0.984 -0.634 1.307
C: -0.013 -0.981 0.438
H: -3.168 -1.951 -0.071
H: -2.050 0.838 -2.191
H: 0.147 1.549 -1.630
H: 2.165 2.105 -0.168
H: 2.555 0.647 1.752
H: 1.299 -1.206 2.246
H: -0.474 -1.866 0.504

For the lowest unoccupied orbital energy, the calculation gives 0.69 eV. As for the gap between HOMO and LUMO: 9.60 eV. As for the charge: 0. As for the energy above the lowest of the compared OMol25 structures with the same formula, charge and spin: 30.9 kJ/mol.

(10)
A single C6H8 molecule in a non-equilibrium geometry, computed with wB97M-V/def2-TZVPD.

Atoms and positions in Å:
C: -0.934 1.028 -0.390
C: -0.137 0.575 0.779
C: -1.360 -0.229 0.348
C: -1.097 -1.478 -0.258
C: 1.788 -0.363 -0.522
C: 1.140 -0.187 0.629
H: -0.533 0.917 -1.396
H: -1.587 1.881 -0.259
H: -0.255 1.138 1.708
H: -2.241 -0.195 0.981
H: -0.422 -1.526 -1.117
H: 2.650 -1.015 -0.591
H: 1.477 0.112 -1.451
H: 1.512 -0.658 1.538

For the lowest unoccupied orbital energy (alpha / beta), the calculation gives 0.05 / 0.07 eV. As for the gap between HOMO and LUMO (alpha / beta): 8.03 / 7.97 eV. As for the charge: 0. As for the energy above the lowest of the compared OMol25 structures with the same formula, charge and spin: 447.7 kJ/mol.

(11)
4 unconnected molecules or ions with the total composition C6H8 in a non-equilibrium geometry, computed with wB97M-V/def2-TZVPD.

Atoms and positions in Å:
C: -1.750 -0.825 0.021
C: -0.312 -0.895 -0.022
C: 0.509 0.170 0.098
C: -0.084 1.613 -0.026
C: 1.940 -0.206 0.096
C: 3.130 -0.554 -0.050
H: -2.150 0.088 -1.091
H: -2.366 -0.354 1.377
H: -2.235 -2.283 -0.255
H: 0.077 -1.929 -0.050
H: 0.580 2.481 -0.409
H: -0.446 2.009 1.032
H: -1.095 1.439 -0.752
H: 4.202 -0.756 0.032

For the lowest unoccupied orbital energy, the calculation gives 0.27 eV. As for the gap between HOMO and LUMO: 8.99 eV. As for the charge: 0. As for the energy above the lowest of the compared OMol25 structures with the same formula, charge and spin: 719.7 kJ/mol.

(12)
A single C6H8 molecule in a non-equilibrium geometry, computed with wB97M-V/def2-TZVPD.

Atoms and positions in Å:
C: -0.735 -1.647 -0.448
C: 0.324 -0.589 -0.010
C: 0.663 0.553 -0.986
C: 0.462 1.724 -0.355
C: 0.047 1.478 1.053
C: -0.059 0.199 1.239
H: -1.698 -1.191 -0.811
H: -0.338 -2.267 -1.319
H: -0.890 -2.269 0.429
H: 1.230 -1.117 0.252
H: 0.914 0.439 -2.095
H: 0.635 2.660 -0.856
H: -0.189 2.295 1.744
H: -0.365 -0.269 2.164

For the lowest unoccupied orbital energy, the calculation gives 1.12 eV. As for the gap between HOMO and LUMO: 9.79 eV. As for the charge: 0. As for the energy above the lowest of the compared OMol25 structures with the same formula, charge and spin: 36.1 kJ/mol.

(13)
A single C6H8 molecule, computed with wB97M-V/def2-TZVPD.

Atoms and positions in Å:
C: 2.872 -0.481 -0.450
C: 1.755 -0.352 -0.017
C: 0.395 -0.184 0.485
C: -0.349 1.148 0.201
C: -1.642 0.330 0.006
C: -0.768 -0.919 -0.233
H: 3.862 -0.595 -0.833
H: 0.368 -0.404 1.559
H: -0.324 1.911 0.984
H: -0.001 1.586 -0.740
H: -2.211 0.250 0.938
H: -2.321 0.635 -0.795
H: -0.539 -1.055 -1.294
H: -1.096 -1.872 0.190

For the lowest unoccupied orbital energy, the calculation gives 1.18 eV. As for the gap between HOMO and LUMO: 10.98 eV. As for the charge: 0. As for the energy above the lowest of the compared OMol25 structures with the same formula, charge and spin: 159.1 kJ/mol.

(14)
2 unconnected molecules or ions with the total composition C6H8, computed with wB97M-V/def2-TZVPD.

Atoms and positions in Å:
C: 0.171 -0.911 1.038
C: -0.278 -1.587 0.032
C: 1.175 -1.224 -0.023
H: 0.033 -0.596 2.057
H: -1.075 -2.193 -0.362
H: 1.921 -1.991 0.193
H: 1.529 -0.445 -0.709
C: -0.982 0.922 -1.466
C: -0.540 1.524 -0.401
C: -0.034 1.728 0.789
H: -1.357 1.339 -2.393
H: -0.932 -0.169 -1.360
H: 1.040 1.799 0.941
H: -0.671 1.804 1.666

For the lowest unoccupied orbital energy, the calculation gives 1.19 eV. As for the gap between HOMO and LUMO: 10.24 eV. As for the charge: 0. As for the energy above the lowest of the compared OMol25 structures with the same formula, charge and spin: 412.6 kJ/mol.

(15)
A single C6H8 molecule, computed with wB97M-V/def2-TZVPD.

Atoms and positions in Å:
C: -3.034 -0.729 -1.343
C: -1.885 -0.045 -1.131
C: -0.813 0.465 -0.786
C: 0.923 -1.029 0.999
C: 1.113 0.476 0.823
C: 0.516 0.988 -0.501
H: -3.226 -0.877 -2.418
H: -0.143 -1.269 1.072
H: 1.413 -1.389 1.908
H: 1.334 -1.586 0.149
H: 0.648 1.004 1.662
H: 2.180 0.730 0.833
H: 1.181 0.744 -1.341
H: 0.442 2.084 -0.489

For the lowest unoccupied orbital energy (alpha / beta), the calculation gives -0.96 / -0.97 eV. As for the gap between HOMO and LUMO (alpha / beta): 7.19 / 7.19 eV. As for the charge: 0. As for the energy above the lowest of the compared OMol25 structures with the same formula, charge and spin: 400.9 kJ/mol.